Record 1
Computed, not measured: a 2-piece molecular cluster, C23H31N5O4S overall in a non-equilibrium geometry, with ωB97M-V/def2-TZVPD.

Properties
SMILES: C[C@H](O)c1nccn1Cc1cc(-c2ccccc2)on1.CNC(=O)[C@H](CCSC)NC(C)=O
Highest occupied orbital energy (eV): -8.44
Molecular weight (g/mol): 473.6
Frontier orbital gap (hartree): 0.321
Relative energy (zero: lowest compared OMol25 entry of this formula, charge and spin) (kJ/mol): 329.2

Structure (ORCA input):
```
! RIJCOSX wB97M-V def2-TZVPD def2/J DEFGRID3
* xyz 0 1
C -3.74454 -1.00893 -0.65121
C -3.89303 -1.47259 0.79518
O -4.97664 -2.41917 0.82547
C -4.11717 -0.27539 1.71539
N -5.29687 0.16358 2.10654
C -5.06660 1.24592 2.93592
C -3.72821 1.47861 3.04230
N -3.10777 0.52593 2.25798
C -1.65572 0.44673 2.00967
C -1.26631 1.27967 0.82106
C -1.65997 2.64088 0.58237
C -1.07716 3.01509 -0.58797
C -1.16984 4.32635 -1.24895
C -0.35589 4.59967 -2.36089
C -0.41737 5.83903 -3.00543
C -1.29798 6.82267 -2.54818
C -2.11781 6.56378 -1.44662
C -2.05478 5.32456 -0.80049
O -0.35695 1.95132 -1.06549
N -0.49201 0.86479 -0.14629
H -3.56627 -1.86364 -1.30971
H -4.65523 -0.49530 -0.97578
H -2.90408 -0.32003 -0.75529
H -2.97303 -1.97858 1.10365
H -4.82560 -3.13806 0.19138
H -5.84179 1.82440 3.42948
H -3.26064 2.26296 3.62678
H -1.34574 -0.58910 1.84537
H -1.11527 0.80986 2.88799
H -2.29530 3.24101 1.21918
H 0.33628 3.84651 -2.72831
H 0.21988 6.03510 -3.86256
H -1.34775 7.78482 -3.04922
H -2.80621 7.32446 -1.09010
H -2.70669 5.14816 0.04916
C 1.97850 -3.78344 -2.70649
N 0.74733 -3.40209 -2.01306
C 0.59163 -2.77446 -0.83838
O -0.54222 -2.47524 -0.48568
C 1.78001 -2.44775 0.09023
C 2.49856 -1.16750 -0.38087
C 2.91226 -0.27078 0.79124
S 4.17152 0.96710 0.37893
C 5.66141 -0.05423 0.53322
N 2.75631 -3.54408 0.22776
C 3.41372 -3.83822 1.34957
C 4.39144 -4.98693 1.27518
O 3.26275 -3.23606 2.40191
H 1.77180 -3.90706 -3.77149
H 2.74091 -3.01061 -2.59626
H 2.34868 -4.73261 -2.31680
H -0.12232 -3.56571 -2.49932
H 1.33670 -2.24663 1.06794
H 1.83970 -0.58548 -1.02711
H 3.38177 -1.43633 -0.96169
H 2.02303 0.24481 1.15621
H 3.29844 -0.88367 1.60409
H 5.73025 -0.45030 1.54691
H 5.61768 -0.87980 -0.17653
H 6.54084 0.55458 0.32358
H 2.93527 -4.11329 -0.58103
H 3.87437 -5.88160 0.93667
H 4.80168 -5.16197 2.26909
H 5.19804 -4.73573 0.58983
*
```

Record 2
Computed, not measured: a 2-piece molecular cluster, C2H10N2P overall in a non-equilibrium geometry, with ωB97M-V/def2-TZVPD.

Properties
Highest occupied orbital energy (alpha / beta) (eV): -10.32 / -15.04
Molecular weight (g/mol): 93.1
<S²>: 2.01
Frontier orbital gap (alpha / beta) (hartree): 0.270 / 0.304
Relative energy (zero: lowest compared OMol25 entry of this formula, charge and spin) (kJ/mol): 20.1

Structure (ORCA input):
```
! RIJCOSX wB97M-V def2-TZVPD def2/J DEFGRID3
* xyz 1 3
C 1.27920 0.85778 0.12947
C 0.02063 -1.44451 1.50870
N -0.34179 -2.67339 1.45194
N -1.45197 1.61595 -1.37850
P -0.17696 -0.20058 0.14621
H 1.17032 1.33544 1.06474
H 1.15839 1.59430 -0.64366
H 2.16441 0.15189 0.08752
H 0.38601 -1.10108 2.52321
H -0.69395 -3.15922 2.26657
H -0.76465 -3.24818 0.56671
H -2.48030 1.78910 -1.41372
H -0.86080 2.38531 -1.54407
H -1.14043 0.99855 -2.17282
H -0.17452 -0.99321 -1.11988
*
```

Record 3
Computed, not measured: C24H26F10N5O3Pt as an isolated structure, with ωB97M-V/def2-TZVPD.

Properties
Highest occupied orbital energy (alpha / beta) (eV): -10.56 / -11.31
Molecular weight (g/mol): 817.6
<S²>: 6.08
Frontier orbital gap (alpha / beta) (hartree): 0.297 / 0.218
Relative energy (zero: lowest compared OMol25 entry of this formula, charge and spin) (kJ/mol): 0.0

Structure (ORCA input):
```
! RIJCOSX wB97M-V def2-TZVPD def2/J DEFGRID3
* xyz 1 5
Pt 0.27964 1.24735 -0.09099
C -0.07681 4.09995 1.03831
N 0.31799 2.77284 1.54942
C 1.67720 2.87876 2.10798
C 2.37295 1.56540 2.40634
N 2.49360 0.78148 1.18270
C 3.36134 -0.22114 1.11452
C 3.67026 -0.77092 -0.16803
F 3.13227 -0.22023 -1.24699
C 4.53909 -1.81549 -0.34008
F 4.80964 -2.27859 -1.54994
C 5.15335 -2.39089 0.77288
F 5.98722 -3.39595 0.61717
C 4.88609 -1.90159 2.04939
F 5.46044 -2.46772 3.09842
C 4.02796 -0.84339 2.21541
F 3.77378 -0.43670 3.45651
C -0.70935 2.32101 2.50692
C -0.80274 0.81918 2.70130
N -0.58000 0.11798 1.45384
C -0.86062 -1.21376 1.35519
C -1.91369 -1.86915 2.03752
F -2.72536 -1.19595 2.85227
C -2.22762 -3.19295 1.81618
F -3.26500 -3.73763 2.43374
C -1.47694 -3.95047 0.93059
F -1.77358 -5.21711 0.71633
C -0.40530 -3.36388 0.27233
F 0.34181 -4.08918 -0.55154
C -0.11623 -2.03641 0.47757
F 0.95543 -1.55433 -0.13729
H -0.12611 4.82419 1.85783
H 0.66505 4.44102 0.31812
H -1.03870 4.02169 0.53915
H 2.27380 3.40904 1.36417
H 1.64269 3.49592 3.01334
H 3.36317 1.81502 2.79851
H 1.87450 1.00239 3.19948
H -0.56409 2.80621 3.47888
H -1.66086 2.66519 2.10093
H -0.07557 0.44213 3.43094
H -1.78598 0.61382 3.12355
N 1.28582 1.89115 -1.89333
C 0.56155 2.90149 -2.70059
C -0.75875 2.35530 -3.19242
C -1.83423 2.15283 -2.12997
O -2.97258 1.92772 -2.48548
O -1.47814 2.29868 -0.88210
H 2.23440 2.19117 -1.69663
H 1.35525 1.03316 -2.43899
H 1.17839 3.19212 -3.55463
H 0.40280 3.78037 -2.07616
H -0.62008 1.39257 -3.68942
H -1.17599 3.03912 -3.93240
C -4.02580 -2.51500 -2.12284
N -3.03873 -1.53440 -1.69718
C -3.57309 -0.43969 -0.89766
C -1.81422 -1.46047 -2.25800
C -1.46247 -2.51030 -3.28528
O -0.99070 -0.58490 -1.97146
H -4.76248 -2.62498 -1.32781
H -3.57507 -3.48754 -2.30116
H -4.54758 -2.19465 -3.02790
H -4.36590 0.06566 -1.44752
H -2.79767 0.29344 -0.69729
H -3.98987 -0.83021 0.03230
H -2.17022 -2.49626 -4.11404
H -1.47428 -3.51303 -2.85634
H -0.46509 -2.30052 -3.65857
*
```